The ion C4H8N3O with charge +1 at a distorted geometry. Source: OMol25; level of theory: wB97M-V/def2-TZVPD.

CARTESIAN COORDINATES (ANGSTROEM)
C (-0.193, 0.227, 1.883)
C (0.166, -0.248, -1.644)
C (-1.312, 0.967, 2.410)
C (-0.256, -0.764, 0.646)
N (-2.144, 0.999, 3.291)
N (0.862, 0.211, -2.676)
N (0.573, -0.299, -0.421)
O (-0.560, 1.565, 1.504)
H (0.718, 0.385, 2.502)
H (-0.752, -0.745, -1.715)
H (-1.242, -0.794, 0.223)
H (0.065, -1.632, 1.080)
H (-2.812, 1.783, 3.367)
H (0.847, -0.265, -3.559)
H (1.624, 0.926, -2.532)
H (1.501, 0.122, -0.238)

Cartesian forces (eV/Å) of the 2 atoms listed first:
C 1.3 -0.5 -0.9
C 1.2 -0.5 0.0

Output
- maximum force (Eh/bohr) = 0.07780
- molar mass (Da) = 114.1
- HOMO level (eV) = -13.43
- energy above the lowest of the compared OMol25 structures with the same formula, charge and spin (eV) = 3.9255
- spin multiplicity = 1
- charge = +1


The ion C4H8N3OS with charge +1 at a distorted geometry. Source: OMol25; level of theory: wB97M-V/def2-TZVPD.

CARTESIAN COORDINATES (ANGSTROEM)
C (3.186, -0.235, -0.262)
C (1.116, -1.463, 0.316)
C (-0.718, 1.288, 0.822)
C (-1.739, 0.111, -0.941)
N (1.971, -0.415, -0.079)
N (-0.171, -1.001, 0.316)
N (-0.525, 0.314, -0.236)
O (1.415, -2.565, 0.581)
S (4.573, 0.356, -0.454)
H (0.169, 1.334, 1.566)
H (-0.850, 2.234, 0.369)
H (-1.691, 1.046, 1.355)
H (-1.740, -0.759, -1.623)
H (-2.477, -0.139, -0.123)
H (-1.983, 1.010, -1.406)
H (0.461, 0.452, -0.701)
H (-0.997, -1.568, 0.500)

Cartesian forces (eV/Å) of the 2 atoms listed first:
C -1.8 0.2 0.6
C 0.9 1.2 -0.7

Output
- maximum force (Eh/bohr) = 0.09975
- molar mass (Da) = 146.2
- HOMO level (eV) = -13.96
- energy above the lowest of the compared OMol25 structures with the same formula, charge and spin (eV) = 2.7291
- spin multiplicity = 1
- charge = +1


The molecule C4H8N3P at a distorted geometry. Source: OMol25; level of theory: wB97M-V/def2-TZVPD.

CARTESIAN COORDINATES (ANGSTROEM)
C (-2.298, 0.106, -0.218)
C (-0.129, -0.183, -0.080)
C (-0.706, 2.028, 0.523)
C (2.186, -1.669, -0.205)
N (-2.117, -1.183, -0.401)
N (-0.896, -1.584, -0.358)
N (-1.072, 0.711, 0.064)
P (1.533, -0.078, 0.422)
H (-3.318, 0.402, -0.230)
H (-1.563, 2.597, 0.550)
H (-0.295, 1.782, 1.434)
H (-0.060, 2.587, -0.067)
H (1.859, -1.882, -1.164)
H (1.651, -2.573, 0.415)
H (3.168, -1.761, 0.078)
H (2.056, 0.699, -0.763)

Cartesian forces (eV/Å) of the 2 atoms listed first:
C 1.2 -0.9 0.3
C 2.4 -4.8 -0.8

Output
- maximum force (Eh/bohr) = 0.10956
- molar mass (Da) = 129.1
- HOMO level (alpha / beta) (eV) = -5.15 / -9.08
- spin multiplicity = 3


The molecule C4H8N4 at a distorted geometry. Source: OMol25; level of theory: wB97M-V/def2-TZVPD.

CARTESIAN COORDINATES (ANGSTROEM)
C (-1.593, -0.651, -0.685)
C (-0.020, -0.536, -0.787)
C (0.775, -1.795, -1.101)
C (0.040, 1.873, 1.660)
N (0.685, 0.575, -1.435)
N (0.900, 1.388, -0.509)
N (-0.007, -0.252, 0.659)
N (0.401, 0.959, 0.673)
H (-2.099, 0.240, -0.673)
H (-1.877, -1.540, -0.211)
H (1.067, -2.325, -0.247)
H (1.601, -1.366, -1.577)
H (0.195, -2.490, -1.721)
H (-0.885, 2.371, 1.514)
H (-0.093, 1.150, 2.593)
H (0.909, 2.399, 1.846)

Cartesian forces (eV/Å) of the 2 atoms listed first:
C 4.7 0.0 -0.6
C -1.1 -2.4 1.0

Output
- maximum force (Eh/bohr) = 0.09362
- molar mass (Da) = 112.1
- HOMO level (alpha / beta) (eV) = -8.11 / -7.62
- energy above the lowest of the compared OMol25 structures with the same formula, charge and spin (eV) = 5.8919
- spin multiplicity = 1


The molecule C4H8N4 at a distorted geometry. Source: OMol25; level of theory: wB97M-V/def2-TZVPD.

CARTESIAN COORDINATES (ANGSTROEM)
C (0.991, -0.278, 0.396)
C (-0.052, -1.015, -0.330)
C (-1.244, -1.585, 0.351)
C (-2.342, 1.593, -0.105)
H (2.935, 1.387, 0.759)
H (3.671, 1.041, -0.679)
H (0.959, -0.195, 1.550)
H (0.415, -1.468, -1.220)
H (-1.735, -2.459, 0.018)
H (-1.306, -1.341, 1.438)
H (-2.652, 2.499, 0.486)
H (-2.832, 1.467, -1.055)
N (3.172, 0.601, 0.094)
N (2.044, 0.005, -0.379)
N (-1.406, -0.407, -0.485)
N (-1.463, 0.768, 0.317)

Cartesian forces (eV/Å) of the 2 atoms listed first:
C 3.7 0.5 -0.2
C -0.2 -0.5 -0.4

Output
- maximum force (Eh/bohr) = 0.07196
- molar mass (Da) = 112.1
- HOMO level (eV) = -8.63
- energy above the lowest of the compared OMol25 structures with the same formula, charge and spin (eV) = 4.3988
- spin multiplicity = 1


A structure of composition C4H8N4 at a distorted geometry. Source: OMol25; level of theory: wB97M-V/def2-TZVPD.

CARTESIAN COORDINATES (ANGSTROEM)
C (0.772, -1.903, -0.633)
N (0.576, 0.768, 1.696)
C (0.257, 0.949, 0.319)
C (-0.911, 0.033, 0.144)
C (0.236, -0.754, 0.140)
N (0.546, 2.017, -0.534)
N (-2.131, 0.120, -0.403)
N (0.135, -0.634, 1.616)
H (1.578, 0.784, 1.891)
H (0.004, 2.854, -0.343)
H (1.531, 2.243, -0.581)
H (-2.746, 0.859, -0.096)
H (-2.566, -0.721, -0.751)
H (1.834, -2.040, -0.417)
H (0.255, -2.823, -0.340)
H (0.630, -1.753, -1.707)

Cartesian forces (eV/Å) of the 2 atoms listed first:
C 0.1 0.0 0.0
N -0.1 0.3 0.4

Output
- maximum force (Eh/bohr) = 0.02971
- molar mass (Da) = 112.1
- HOMO level (eV) = -7.36
- energy above the lowest of the compared OMol25 structures with the same formula, charge and spin (eV) = 5.5384
- spin multiplicity = 1


The molecule C4H8N4 at a distorted geometry. Source: OMol25; level of theory: wB97M-V/def2-TZVPD.

CARTESIAN COORDINATES (ANGSTROEM)
C (-0.399, 0.295, 0.197)
C (-0.525, -0.858, 1.069)
C (0.725, -0.254, 1.170)
C (-0.006, 0.038, -1.155)
H (-0.641, 2.470, -0.073)
H (-2.014, 1.567, -0.065)
H (-0.609, -2.024, 1.054)
H (-1.263, -0.570, 1.935)
H (1.338, 0.379, 1.942)
H (2.593, -0.554, 0.178)
H (1.326, -1.503, -1.689)
H (-1.488, 0.886, -1.766)
N (-1.055, 1.545, 0.312)
N (1.629, -1.084, 0.268)
N (1.088, -0.745, -1.195)
N (-0.699, 0.414, -2.180)

Cartesian forces (eV/Å) of the 2 atoms listed first:
C 1.8 1.9 -0.5
C -5.6 -2.9 5.6

Output
- maximum force (Eh/bohr) = 0.16390
- molar mass (Da) = 112.1
- HOMO level (eV) = -8.55
- energy above the lowest of the compared OMol25 structures with the same formula, charge and spin (eV) = 4.4109
- spin multiplicity = 1


The molecule C4H8N4 at a distorted geometry. Source: OMol25; level of theory: wB97M-V/def2-TZVPD.

CARTESIAN COORDINATES (ANGSTROEM)
C (-1.150, -0.551, -0.471)
C (0.216, -0.617, -0.212)
C (0.808, 0.679, -0.246)
C (-0.184, 1.594, -0.161)
N (-2.055, -1.469, 0.077)
N (0.874, -1.728, 0.268)
N (2.186, 0.911, -0.126)
N (-0.797, 2.630, 0.046)
H (-1.519, -0.045, -1.354)
H (-3.014, -1.270, -0.179)
H (-1.971, -1.527, 1.088)
H (0.293, -2.539, 0.426)
H (1.579, -1.557, 0.971)
H (2.426, 1.894, -0.117)
H (2.722, 0.406, -0.825)
H (-0.415, 3.189, 0.815)

Cartesian forces (eV/Å) of the 2 atoms listed first:
C 0.4 -0.1 -0.8
C -0.9 0.5 0.2

Output
- maximum force (Eh/bohr) = 0.02978
- molar mass (Da) = 112.1
- HOMO level (eV) = -6.68
- energy above the lowest of the compared OMol25 structures with the same formula, charge and spin (eV) = 2.7230
- spin multiplicity = 1


The molecule C4H8N4 at a distorted geometry. Source: OMol25; level of theory: wB97M-V/def2-TZVPD.

CARTESIAN COORDINATES (ANGSTROEM)
C (-0.054, 0.352, -0.836)
C (0.756, 0.632, 0.171)
N (-0.099, 0.328, -2.178)
N (1.553, 1.608, 0.627)
C (-0.960, -0.939, 0.124)
C (0.053, -0.596, 1.260)
N (-0.744, -2.044, -0.568)
N (-0.328, 0.266, 2.238)
H (-0.793, -0.309, -2.559)
H (0.547, 0.874, -2.731)
H (2.157, 1.406, 1.410)
H (1.314, 2.563, 0.406)
H (-0.780, -2.445, -1.501)
H (-1.346, 0.342, 2.301)
H (-1.988, -0.610, 0.316)
H (0.712, -1.427, 1.518)

Cartesian forces (eV/Å) of the 2 atoms listed first:
C -0.4 -0.5 0.4
C 0.3 0.3 0.1

Output
- maximum force (Eh/bohr) = 0.04291
- molar mass (Da) = 112.1
- HOMO level (alpha / beta) (eV) = -7.22 / -7.22
- energy above the lowest of the compared OMol25 structures with the same formula, charge and spin (eV) = 7.2087
- spin multiplicity = 1


The molecule C4H8N4 at a distorted geometry. Source: OMol25; level of theory: wB97M-V/def2-TZVPD.

CARTESIAN COORDINATES (ANGSTROEM)
C (0.982, 1.981, 2.034)
C (1.239, -0.002, -0.595)
C (0.389, -1.272, -0.334)
C (-1.922, -0.477, -0.953)
H (1.398, 2.704, 1.224)
H (0.697, 2.235, 2.982)
H (1.785, 0.354, -1.534)
H (0.505, -1.975, -1.163)
H (0.819, -1.654, 0.534)
H (-1.008, 0.026, 0.850)
H (-2.779, 0.059, -0.364)
H (-1.276, -1.962, -2.369)
N (0.729, 0.837, 1.484)
N (1.426, 0.991, 0.331)
N (-1.022, -0.791, 0.068)
N (-1.963, -1.054, -2.194)

Cartesian forces (eV/Å) of the 2 atoms listed first:
C 0.0 0.1 -3.4
C 1.1 3.8 1.9

Output
- maximum force (Eh/bohr) = 0.15916
- molar mass (Da) = 112.1
- HOMO level (eV) = -8.79
- energy above the lowest of the compared OMol25 structures with the same formula, charge and spin (eV) = 5.2093
- spin multiplicity = 1


The molecule C4H8N4 at a distorted geometry. Source: OMol25; level of theory: wB97M-V/def2-TZVPD.

CARTESIAN COORDINATES (ANGSTROEM)
C (-0.962, -1.064, -0.215)
C (-0.617, 0.375, 0.250)
C (1.206, 1.271, 1.239)
C (0.545, -0.623, -0.304)
H (-1.880, -0.633, -2.086)
H (-1.910, -2.248, -1.882)
H (-1.071, -1.801, 0.741)
H (-0.587, 1.092, -0.542)
H (-0.530, 1.000, 2.378)
H (1.466, 2.074, 1.982)
H (1.524, 0.835, -1.627)
H (1.051, -0.986, 0.558)
N (-1.817, -1.258, -1.352)
N (0.026, 0.572, 1.473)
N (1.862, 1.241, 0.173)
N (1.693, 0.154, -0.788)

Cartesian forces (eV/Å) of the 2 atoms listed first:
C 1.1 -0.1 0.3
C 1.1 -4.1 -0.9

Output
- maximum force (Eh/bohr) = 0.12838
- molar mass (Da) = 112.1
- HOMO level (eV) = -8.08
- energy above the lowest of the compared OMol25 structures with the same formula, charge and spin (eV) = 6.2961
- spin multiplicity = 1


A cluster of 2 separate species, C4H8N4 in total at a distorted geometry. Source: OMol25; level of theory: wB97M-V/def2-TZVPD.

CARTESIAN COORDINATES (ANGSTROEM)
C (1.942, -1.242, -0.546)
C (-1.427, 1.249, 0.601)
N (-1.095, -0.162, 0.569)
C (1.769, 0.024, -0.758)
N (-1.278, -0.900, -0.613)
N (1.569, 1.179, -1.056)
C (-0.286, -0.683, 1.494)
N (0.157, -1.114, 2.465)
H (-0.723, -0.494, -1.366)
H (-2.265, -0.889, -0.872)
H (2.127, 1.944, -0.699)
H (2.563, -1.815, -1.220)
H (1.517, -1.922, 0.168)
H (-2.455, 1.382, 0.239)
H (-0.745, 1.834, -0.035)
H (-1.370, 1.609, 1.629)

Cartesian forces (eV/Å) of the 2 atoms listed first:
C 0.5 -1.3 -0.5
C 0.1 0.3 -0.2

Output
- maximum force (Eh/bohr) = 0.03045
- molar mass (Da) = 112.1
- HOMO level (eV) = -9.11
- energy above the lowest of the compared OMol25 structures with the same formula, charge and spin (eV) = 3.4854
- spin multiplicity = 1


The molecule C4H8N4 at a distorted geometry. Source: OMol25; level of theory: wB97M-V/def2-TZVPD.

CARTESIAN COORDINATES (ANGSTROEM)
C (1.576, 0.930, 1.407)
C (0.854, 0.595, 0.044)
C (-0.215, -0.235, 0.056)
C (-0.811, -0.123, -1.344)
H (1.197, 1.880, 1.712)
H (2.877, 1.236, 1.460)
H (1.654, 0.251, 2.259)
H (-1.163, -1.181, -1.696)
H (-1.796, 0.583, -1.295)
H (-0.490, -0.297, 2.189)
H (-0.981, -2.816, 1.434)
H (-2.530, -1.720, 1.463)
N (0.154, 0.723, -2.083)
N (1.039, 1.233, -1.326)
N (-0.822, -0.727, 1.124)
N (-1.399, -1.936, 1.070)

Cartesian forces (eV/Å) of the 2 atoms listed first:
C 4.2 1.6 -1.5
C 1.1 0.0 1.1

Output
- maximum force (Eh/bohr) = 0.12555
- molar mass (Da) = 112.1
- HOMO level (eV) = -8.17
- energy above the lowest of the compared OMol25 structures with the same formula, charge and spin (eV) = 5.8995
- spin multiplicity = 1


The molecule C4H8N4O at a distorted geometry. Source: OMol25; level of theory: wB97M-V/def2-TZVPD.

CARTESIAN COORDINATES (ANGSTROEM)
C (-1.663, -0.257, -0.321)
C (-0.368, -0.828, 0.169)
C (-0.489, -2.074, 0.671)
C (1.850, -0.420, -0.165)
H (-0.238, 2.088, 0.113)
H (-1.462, 2.078, 1.481)
H (-2.788, 1.478, -0.837)
H (-1.448, -2.588, 0.184)
H (0.291, -2.543, 1.284)
H (1.965, -1.476, -0.318)
H (2.741, 1.522, -0.342)
H (3.605, 0.318, -1.187)
N (-1.229, 2.104, 0.431)
N (-2.031, 1.058, -0.174)
N (0.744, 0.084, 0.236)
N (2.959, 0.478, -0.409)
O (-2.438, -1.022, -0.817)

Cartesian forces (eV/Å) of the 2 atoms listed first:
C 0.0 0.9 -0.2
C 0.6 0.5 2.0

Output
- maximum force (Eh/bohr) = 0.06574
- molar mass (Da) = 128.1
- HOMO level (eV) = -8.87
- energy above the lowest of the compared OMol25 structures with the same formula, charge and spin (eV) = 3.3303
- spin multiplicity = 1


A structure of composition C4H8N4O at a distorted geometry. Source: OMol25; level of theory: wB97M-V/def2-TZVPD.

CARTESIAN COORDINATES (ANGSTROEM)
C (-1.471, -0.663, -0.612)
C (-0.239, 0.508, 1.109)
C (0.241, 1.645, -0.062)
C (1.931, -0.797, -0.349)
H (-3.179, -0.466, -1.131)
H (-1.632, -1.902, -0.921)
H (-1.168, 0.823, 1.357)
H (0.278, 0.460, 2.108)
H (-0.750, 1.875, -0.611)
H (0.539, 2.781, 0.530)
H (2.546, -1.767, 0.228)
H (1.225, -2.186, 0.513)
N (-2.250, 0.290, -0.690)
N (-0.339, -0.667, 0.231)
N (2.339, 0.446, -0.521)
N (0.790, -1.314, -0.140)
O (1.139, 0.933, -1.036)

Cartesian forces (eV/Å) of the 2 atoms listed first:
C 2.5 -6.3 0.9
C 3.7 1.4 -2.8

Output
- maximum force (Eh/bohr) = 0.17926
- molar mass (Da) = 128.1
- HOMO level (eV) = -8.90
- energy above the lowest of the compared OMol25 structures with the same formula, charge and spin (eV) = 10.4920
- spin multiplicity = 1


A cluster of 2 separate species, C4H8N4O in total at a distorted geometry. Source: OMol25; level of theory: wB97M-V/def2-TZVPD.

CARTESIAN COORDINATES (ANGSTROEM)
C (-0.034, -2.183, 0.903)
C (-0.366, -1.177, 0.141)
C (1.656, 1.309, 0.137)
C (1.396, 2.104, 1.245)
N (-2.999, -0.164, -1.859)
N (2.075, 0.814, -0.815)
N (-1.895, 0.015, -1.279)
N (-1.296, -1.049, -0.842)
O (2.362, 0.255, -1.817)
H (0.687, -1.968, 1.644)
H (-0.556, -3.194, 0.814)
H (0.245, -0.253, 0.171)
H (0.381, 2.423, 1.177)
H (2.029, 2.919, 1.336)
H (1.515, 1.451, 2.161)
H (-3.462, 0.745, -1.984)
H (-1.739, -2.047, -1.131)

Cartesian forces (eV/Å) of the 2 atoms listed first:
C -1.7 -2.5 -0.3
C 1.5 3.7 -0.5

Output
- maximum force (Eh/bohr) = 0.13328
- molar mass (Da) = 128.1
- HOMO level (eV) = -8.76
- energy above the lowest of the compared OMol25 structures with the same formula, charge and spin (eV) = 6.9142
- spin multiplicity = 1